Entry one
Computed, not measured: a 2-piece molecular cluster, CHCl2N2O2 overall, with ωB97M-V/def2-TZVPD.

Lowest unoccupied orbital energy in eV: 3.2
Charge: -1

Last column: natural (NBO) charge in e.
Atoms and positions in Å:
O -1.36014 1.42146 0.59513  -0.350
Cl 1.32417 -2.33153 0.28709  0.062
N -1.37275 0.37587 0.00695  0.620
N -0.63194 -0.65311 0.39920  -0.336
C 0.58859 -0.87875 0.02313  0.018
O -2.05099 0.18340 -1.01320  -0.433
H 1.21719 0.08920 -0.13479  0.288
Cl 2.28587 1.79346 -0.16351  -0.868


Entry two
Computed, not measured: a 2-piece molecular cluster, CHCl2N2O2 overall, with ωB97M-V/def2-TZVPD.

Lowest unoccupied orbital energy in eV: 2.8
Charge: -1

Last column: natural (NBO) charge in e.
Atoms and positions in Å:
N -0.73258 -0.45876 -0.38316  -0.305
H 1.13965 -0.28597 0.33971  0.271
C 0.35838 -0.88121 0.03748  0.151
Cl 3.05729 1.08344 0.46976  -0.951
Cl 0.66869 -2.54244 -0.27617  0.011
O -1.75855 0.97081 1.01788  -0.395
O -1.40882 1.43625 -1.09380  -0.393
N -1.32405 0.67788 -0.11170  0.611


Stability summary - winner: entry two; margin: 0.0034 hartree.


Entry one
Computed, not measured: a 2-piece molecular cluster, C3H11N3 overall, with ωB97M-V/def2-TZVPD.

Lowest unoccupied orbital energy in eV: 0.9
SMILES: [H]/N=C/N.CCN

Last column: natural (NBO) charge in e.
Atoms and positions in Å:
H -2.82482 -1.92589 0.14967  0.214
C -2.28465 -0.32350 1.55801  -0.628
H 3.86505 1.50925 -0.09875  0.338
H 1.81694 -0.81199 -1.19639  0.401
H 1.60124 1.80755 0.16604  0.132
H 0.15247 0.02707 -0.77008  0.419
N -1.72953 -0.11330 -0.74309  -0.883
N 1.28255 -0.01894 -0.81517  -0.865
N 3.36333 0.68208 -0.20476  -0.759
H -1.43908 0.13667 2.08029  0.212
H -1.05291 -1.54554 0.54243  0.175
H -1.38972 0.76013 -0.49461  0.369
C 2.10916 0.86964 -0.17039  0.287
H -2.19864 -0.05945 -1.68446  0.398
C -2.01203 -1.06068 0.27524  -0.227
H -2.72480 -0.96936 2.34694  0.213
H -3.09513 0.30989 1.32287  0.204


Entry two
Computed, not measured: a 2-piece molecular cluster, C3H11N3 overall, with ωB97M-V/def2-TZVPD.

Lowest unoccupied orbital energy in eV: 1.0
SMILES: C=CN.NCN

Last column: natural (NBO) charge in e.
Atoms and positions in Å:
H -2.86561 1.00284 -1.31830  0.209
N 1.13142 -2.22982 1.48527  -0.823
N 3.45659 -2.46597 0.77853  -0.872
N -1.72730 3.29819 -0.20904  -0.826
H -3.64062 2.25064 -2.68272  0.223
H 3.77990 -1.72231 0.17348  0.360
H 2.23553 -3.99516 0.98588  0.172
H 1.82534 -2.92708 -0.45250  0.161
H 1.79954 -1.49844 1.73940  0.356
H 4.06571 -3.25625 0.61259  0.359
C -3.13878 1.93552 -1.78346  -0.565
C -2.71536 3.05258 -1.16498  0.033
H -3.12431 4.00841 -1.49185  0.167
C 2.08744 -2.98153 0.62522  -0.058
H 1.13383 -2.72911 2.38744  0.346
H -1.33543 4.19684 -0.43076  0.378
H -1.08297 2.57261 0.05269  0.381


Entry three
Computed, not measured: a 2-piece molecular cluster, C3H11N3 overall, with ωB97M-V/def2-TZVPD.

Lowest unoccupied orbital energy in eV: 1.0
SMILES: CN(N)N.C=C

Last column: natural (NBO) charge in e.
Atoms and positions in Å:
C 1.13201 1.57609 1.08150  -0.507
H 2.55419 2.92395 0.23873  0.183
N -1.20976 0.06809 0.46285  -0.727
H 1.25863 -0.30625 0.19260  0.396
N 0.78846 -1.03192 -0.40055  -0.648
H 0.96412 2.76920 -0.65046  0.175
H -1.70510 0.42548 -0.35596  0.342
N -0.42738 -1.30654 0.14407  -0.104
H -2.21303 -2.27669 -0.29353  0.206
H 0.72894 -0.63536 -1.34661  0.310
H -0.73161 -3.10542 -0.81526  0.221
H -0.03889 1.08453 0.90873  0.281
C -1.22824 -2.13959 -0.73654  -0.431
C 1.57615 2.45645 0.19030  -0.413
H -1.88417 -0.12296 1.19459  0.367
H 1.76715 1.33106 1.93009  0.189
H -1.33147 -1.71012 -1.74454  0.160


Stability summary - winner: entry one; margin: 0.0070 hartree.


Entry one
Computed, not measured: a 2-piece molecular cluster, C3H11N3 overall, with ωB97M-V/def2-TZVPD.

Lowest unoccupied orbital energy in eV: 1.1
SMILES: N/C=C/N.CN

Last column: natural (NBO) charge in e.
Atoms and positions in Å:
H -1.38000 0.60797 -1.70791  0.356
C -2.44016 0.90753 0.00274  -0.420
C 1.42275 -1.34381 0.07890  -0.069
C 1.58215 -0.14858 0.61323  -0.030
H 0.46590 -1.84996 0.15988  0.168
H -2.24745 -0.12860 0.27044  0.204
N 2.49458 -1.99870 -0.61044  -0.854
H 2.54887 0.33966 0.51571  0.172
H 2.98413 -2.65277 -0.01222  0.364
N 0.53594 0.53389 1.29440  -0.872
H -3.47045 1.02708 -0.33184  0.171
N -1.45377 1.33411 -1.00745  -0.845
H 0.90850 1.08535 2.05721  0.358
H -1.80590 2.15285 -1.48530  0.354
H 2.16914 -2.50667 -1.41899  0.359
H -2.32165 1.50402 0.90943  0.188
H 0.00742 1.13663 0.67221  0.396


Entry two
Computed, not measured: a 2-piece molecular cluster, C3H11N3 overall, with ωB97M-V/def2-TZVPD.

Lowest unoccupied orbital energy in eV: 1.0
SMILES: C=CN.NCN

Last column: natural (NBO) charge in e.
Atoms and positions in Å:
H 2.90349 -0.82854 -1.12656  0.350
H -2.61714 -2.02111 0.09314  0.208
N 1.78622 1.01954 0.56965  -0.862
N 1.89590 -0.79082 -1.03709  -0.828
N -1.82990 1.25200 -0.26892  -0.817
H -2.03745 1.59671 0.65568  0.373
H 2.76094 1.22832 0.36110  0.347
C -1.92869 -0.11969 -0.43521  0.009
H 1.95642 -1.07166 1.01869  0.155
H -1.42533 -0.49138 -1.32214  0.189
H -3.05757 -0.65048 1.26854  0.188
C 1.50390 -0.39290 0.29086  -0.059
H 1.68008 1.22611 1.55779  0.356
H 0.42732 -0.54771 0.39453  0.187
H -1.01183 1.67483 -0.67557  0.385
C -2.56403 -0.97633 0.36132  -0.537
H 1.55766 -0.10691 -1.70581  0.354


Stability summary - winner: entry two; margin: 0.0107 hartree.


Entry one
Computed, not measured: a 2-piece molecular cluster, C3H11N3 overall, with ωB97M-V/def2-TZVPD.

Lowest unoccupied orbital energy in eV: 0.9
SMILES: C=NC.NCN

Last column: natural (NBO) charge in e.
Atoms and positions in Å:
N -2.07442 0.84048 1.23150  -0.396
H -1.93065 0.34155 3.34427  0.208
H 0.96234 -0.94186 -1.96102  0.359
H 3.79130 -1.03219 -2.29028  0.364
N 3.39287 -0.18879 -1.81729  -0.860
H 0.45091 -0.64474 -0.13224  0.381
H -3.12247 -0.72713 2.65462  0.198
C -2.81598 0.57420 0.24345  -0.044
H -1.45937 -0.96054 2.29625  0.193
C -2.18582 -0.19419 2.38599  -0.462
N 0.94238 -0.30962 -1.06466  -0.862
H -3.22194 1.24525 -0.60503  0.169
C 2.32431 -0.25619 -0.74979  -0.046
H 2.68389 -1.04239 -0.02838  0.145
H 2.35943 0.66627 -0.25395  0.168
H -3.29570 -0.38652 -0.13141  0.133
H 3.02135 0.34488 -2.61760  0.351


Entry two
Computed, not measured: a 2-piece molecular cluster, C3H11N3 overall, with ωB97M-V/def2-TZVPD.

Lowest unoccupied orbital energy in eV: 1.0
SMILES: C=CN.NCN

Last column: natural (NBO) charge in e.
Atoms and positions in Å:
H -0.68251 -2.58833 0.04095  0.371
H -1.52895 1.06468 -1.27940  0.153
H 0.32261 -3.78011 0.50517  0.370
H 0.86328 1.42700 -1.43493  0.338
N 0.41188 1.86166 -0.68495  -0.822
N -0.08873 -2.87369 0.79857  -0.828
H 0.79809 2.81315 -0.72462  0.339
H 2.31323 -3.24984 1.74693  0.200
C -1.04813 2.11214 -1.10798  -0.068
C 0.73719 -1.98429 1.56581  0.033
H -1.51644 2.47947 -0.13315  0.189
H -1.87860 3.70345 -2.10502  0.367
H 0.56481 -0.90765 1.34360  0.215
H 2.08540 -2.07940 3.18873  0.204
N -1.50056 2.85114 -2.21750  -0.865
C 1.64194 -2.54127 2.32927  -0.566
H -1.08498 2.72429 -3.14369  0.370


Entry three
Computed, not measured: a 2-piece molecular cluster, C3H11N3 overall, with ωB97M-V/def2-TZVPD.

Lowest unoccupied orbital energy in eV: 0.9
SMILES: C=CN.NCN

Last column: natural (NBO) charge in e.
Atoms and positions in Å:
H 1.54524 -3.24152 -0.77055  0.351
H -4.78756 4.02121 -0.20270  0.212
C 3.24733 -2.21722 -0.34308  -0.043
H 2.87549 -3.98327 -1.17439  0.356
H -1.71497 1.60095 1.22888  0.385
C -4.10829 3.21104 -0.40380  -0.531
H 3.14136 -0.67352 1.01082  0.380
H 3.52543 -1.89242 -1.36448  0.142
N -2.38777 1.77277 0.50491  -0.832
H 1.85595 -1.95966 1.00948  0.387
N 2.50851 -1.31931 0.58693  -0.885
H 4.25178 -2.31015 0.08751  0.151
C -3.09026 2.95625 0.44020  0.020
H -4.35392 2.37488 -1.05110  0.189
H -2.88544 3.66011 1.24903  0.177
H -2.09423 1.46189 -0.40965  0.380
N 2.47135 -3.46202 -0.39801  -0.838


Stability summary - winner: entry three; margin: 0.0369 hartree.


Entry one
Computed, not measured: one molecule with the formula CH3I2P, with ωB97M-V/def2-TZVPD.

Lowest unoccupied orbital energy in eV: -0.4

Last column: natural (NBO) charge in e.
Atoms and positions in Å:
C -0.06401 -0.02315 0.43117  -0.747
H 0.21182 -0.96523 0.00053  0.235
H 0.64934 0.66851 1.00614  0.257
P -2.23991 1.42008 3.45183  -0.238
I -1.42411 -0.52748 2.04186  0.413
I -0.12394 2.19189 4.36121  -0.153
H -0.74846 0.53956 -0.21871  0.232


Entry two
Computed, not measured: one molecule with the formula CH3I2P, with ωB97M-V/def2-TZVPD.

Lowest unoccupied orbital energy in eV: -0.7
SMILES: CP(I)I

Last column: natural (NBO) charge in e.
Atoms and positions in Å:
I -1.69857 2.71009 -1.74507  -0.139
H 0.67148 -0.57027 -0.10121  0.237
P -0.59864 0.48192 -2.31085  0.434
H -1.07519 -0.78899 -0.14277  0.230
I -2.57714 -0.93474 -2.31031  -0.097
H -0.52541 0.83055 0.24534  0.236
C -0.28217 -0.03141 -0.37407  -0.900


Entry three
Computed, not measured: CH3I2P as an isolated structure, with ωB97M-V/def2-TZVPD.

Lowest unoccupied orbital energy in eV: -0.4

Last column: natural (NBO) charge in e.
Atoms and positions in Å:
H -1.61213 -1.02664 0.32412  0.001
P -0.68128 -0.06005 0.01962  0.768
H -0.76904 0.20815 -1.36862  -0.004
C 0.95709 -0.12305 0.66386  -0.945
H -1.36579 0.86171 0.80479  0.010
I 1.59810 1.90736 -0.02406  0.073
I 1.87305 -1.76748 -0.41971  0.097


Stability summary - winner: entry two; margin: 0.0811 hartree.